14 unconnected molecules or ions with the total composition C42H98N14O14, computed with ωB97M-V with the def2-TZVPD basis set.

Output
* gap between HOMO and LUMO: 8.56 eV
* relative energy (zero: lowest compared OMol25 entry of this formula, charge and spin): 699.25 kJ/mol
* calculated total energy: -3479.0798 a.u.

Cartesian coordinates (Å):
C  3.4831  30.7650  -23.9909
O  3.5754  31.6122  -24.8580
N  4.4709  29.8951  -23.6639
C  4.1866  28.8145  -22.7618
C  5.7482  29.8486  -24.3349
H  2.5897  30.6355  -23.3691
H  4.7224  28.9009  -21.8041
H  4.4741  27.8322  -23.1487
H  3.1373  28.8124  -22.4772
H  5.8084  28.9298  -24.9310
H  5.9900  30.7272  -24.9182
H  6.5093  29.6790  -23.5627
C  -2.3159  26.8746  -23.0899
O  -2.4664  25.9321  -23.8523
N  -2.9624  27.0629  -21.9308
C  -2.7394  28.3003  -21.2246
C  -3.9491  26.1658  -21.3669
H  -1.5905  27.6840  -23.2719
H  -3.6619  28.8829  -21.1558
H  -2.0031  28.9520  -21.6849
H  -2.5221  28.1572  -20.1595
H  -4.1346  25.3408  -22.0496
H  -3.4969  25.6977  -20.4821
H  -4.8437  26.7011  -21.0573
C  4.0145  31.6024  -20.2608
O  3.1396  31.6088  -21.1144
N  5.2109  32.2037  -20.3935
C  5.5429  32.8565  -21.6539
C  6.2527  32.0549  -19.4144
H  3.8830  31.0762  -19.3044
H  4.6197  32.9946  -22.2151
H  6.1461  32.2105  -22.2975
H  5.9920  33.8256  -21.4495
H  6.7593  32.9991  -19.1925
H  5.8846  31.7085  -18.4506
H  7.0320  31.3885  -19.8014
C  0.7439  26.5012  -24.6788
O  0.8274  27.7154  -24.6556
N  0.6288  25.7843  -25.8145
C  0.6386  24.3296  -25.8170
C  0.5975  26.3825  -27.1203
H  0.6250  25.8285  -23.8147
H  -0.3421  23.9989  -26.1764
H  0.7405  23.9586  -24.7997
H  1.3943  23.9212  -26.4850
H  0.6454  27.4657  -27.1676
H  1.3345  26.0079  -27.8392
H  -0.3371  26.0793  -27.6052
C  -0.0541  35.3800  -27.0010
O  0.6652  36.3563  -26.9658
N  0.3427  34.0928  -27.0975
C  -0.5834  33.0305  -27.3796
C  1.7567  33.7459  -27.1006
H  -1.1590  35.4285  -26.9413
H  -1.6071  33.3627  -27.1913
H  -0.4527  32.1794  -26.7062
H  -0.5193  32.6423  -28.3987
H  1.9267  32.9260  -26.4024
H  2.1245  33.4276  -28.0801
H  2.2857  34.6495  -26.8087
C  0.1918  32.2211  -22.4953
O  0.2681  33.3963  -22.1685
N  -0.7206  31.7227  -23.3489
C  -0.6884  30.3190  -23.7699
C  -1.8254  32.4974  -23.8569
H  0.8375  31.4437  -22.0558
H  -1.7074  29.9328  -23.6799
H  -0.0434  29.7029  -23.1461
H  -0.3501  30.3058  -24.8042
H  -2.7655  31.9368  -23.8404
H  -2.0149  33.4057  -23.2977
H  -1.6615  32.6772  -24.9206
C  -5.2066  34.9512  -23.8107
O  -4.1215  34.4887  -24.1059
N  -6.1228  35.4498  -24.6637
C  -7.1970  36.2950  -24.1600
C  -5.9374  35.5101  -26.0898
H  -5.5333  34.9628  -22.7569
H  -7.0109  37.3184  -24.5082
H  -7.1779  36.3475  -23.0750
H  -8.1668  36.0124  -24.5677
H  -5.1327  34.8621  -26.4440
H  -6.8289  35.1165  -26.5817
H  -5.6451  36.4996  -26.4469
C  0.3386  27.7337  -18.9959
O  0.5857  28.9025  -19.2210
N  0.5354  26.7130  -19.8557
C  0.0057  25.3904  -19.5403
C  1.0193  26.9039  -21.2066
H  -0.0592  27.4303  -18.0142
H  -0.8265  25.1836  -20.2198
H  -0.2576  25.3658  -18.4877
H  0.7670  24.6299  -19.7272
H  1.8614  26.2528  -21.4554
H  0.1794  26.6256  -21.8505
H  1.3468  27.9236  -21.3771
C  1.0091  32.1132  -18.4814
O  1.9718  31.9038  -17.7665
N  0.0654  33.0650  -18.3146
C  -1.0792  33.1244  -19.1805
C  -0.0204  33.8823  -17.1225
H  0.9635  31.6417  -19.4763
H  -1.9888  32.6994  -18.7415
H  -0.9055  32.5814  -20.1080
H  -1.3050  34.1446  -19.4989
H  0.9302  33.8856  -16.5920
H  -0.2428  34.9254  -17.3494
H  -0.7904  33.4824  -16.4561
C  3.0084  37.5018  -19.9829
O  4.1369  37.6512  -20.4162
N  2.3411  36.3325  -20.0633
C  0.9140  36.2280  -19.8332
C  2.9334  35.1239  -20.5828
H  2.4162  38.2895  -19.4935
H  0.6674  35.2938  -19.3290
H  0.3817  36.3302  -20.7790
H  0.5205  36.9170  -19.0784
H  3.7231  34.7166  -19.9421
H  2.2228  34.3120  -20.7195
H  3.4100  35.3132  -21.5479
C  -2.1967  28.5987  -26.5947
O  -2.0041  29.7800  -26.8282
N  -2.5631  27.6927  -27.5333
C  -2.9229  26.3471  -27.1466
C  -2.6695  28.0705  -28.9163
H  -2.1920  28.1619  -25.5843
H  -2.3835  25.5773  -27.7071
H  -3.9996  26.1858  -27.1693
H  -2.5413  26.1731  -26.1368
H  -1.9088  27.5379  -29.5012
H  -3.5948  27.6656  -29.3511
H  -2.6947  29.1283  -29.1455
C  -1.0121  38.8398  -21.5835
O  -1.1053  39.3543  -20.4784
N  -1.6788  37.7218  -21.9311
C  -1.4816  37.0321  -23.1895
C  -2.5285  37.0516  -20.9794
H  -0.4209  39.3703  -22.3424
H  -2.3576  37.1194  -23.8363
H  -1.3443  35.9626  -22.9853
H  -0.5763  37.2669  -23.7483
H  -3.5346  36.8938  -21.3752
H  -2.1382  36.0558  -20.7343
H  -2.5762  37.5678  -20.0255
C  -5.8633  29.8979  -21.3682
O  -6.8184  29.2584  -20.9679
N  -5.3237  30.9478  -20.7125
C  -4.1208  31.6699  -21.1022
C  -5.9528  31.4934  -19.5167
H  -5.2577  29.6770  -22.2642
H  -3.3704  31.4248  -20.3433
H  -4.3182  32.7396  -21.1269
H  -3.6591  31.3559  -22.0397
H  -6.9549  31.0888  -19.4077
H  -5.3548  31.3236  -18.6216
H  -6.0795  32.5684  -19.6734
C  -4.2901  30.2265  -25.1147
O  -4.0756  29.3450  -24.2919
N  -5.5214  30.7036  -25.4142
C  -5.6316  31.8135  -26.3425
C  -6.7007  30.2618  -24.6992
H  -3.4592  30.7092  -25.6480
H  -5.9056  32.7215  -25.7988
H  -6.4363  31.6164  -27.0590
H  -4.7337  31.9450  -26.9393
H  -7.5063  30.1427  -25.4278
H  -6.5002  29.2660  -24.3113
H  -7.0069  30.9474  -23.9085